# 1
{"formula": "C8H13AuBN2", "method": "wB97M-V/def2-TZVPD", "species": ["C", "C", "C", "C", "C", "Au", "N", "C", "C", "H", "H", "H", "H", "H", "H", "H", "H", "H", "H", "B", "C", "N", "H", "H", "H"], "positions_angstrom": [[0.299, -2.108, -2.469], [-0.956, -1.469, -2.413], [-1.267, -1.180, -1.029], [-0.180, -1.720, -0.224], [0.846, -2.155, -1.142], [0.531, 0.275, -0.999], [3.407, -1.597, 0.944], [0.913, 2.171, -1.212], [-0.509, 2.090, -1.517], [-2.165, -0.740, -0.621], [-1.614, -1.266, -3.250], [-0.177, -1.810, 0.856], [1.755, -2.661, -0.851], [0.763, -2.543, -3.346], [-0.834, 2.069, -2.548], [1.207, 2.662, -0.274], [3.003, -0.726, 0.537], [-1.268, 2.223, -0.738], [1.576, 2.369, -2.059], [-0.733, 1.027, 4.221], [-1.187, 0.991, 2.729], [-1.537, 0.976, 1.613], [-1.300, 1.955, 4.775], [0.467, 1.188, 4.261], [-1.038, -0.018, 4.758]], "s_squared": 2.01, "total_charge": -1, "lumo_ev": [2.811, 2.138], "spin_multiplicity": 3, "energy_ev": -15850.7354, "fmax_ev_per_a": 3.51, "homo_energy_ev": [-4.87, -4.87]}

=====

# 2
{"formula": "C8H13B", "method": "wB97M-V/def2-TZVPD", "species": ["B", "C", "C", "C", "C", "C", "C", "C", "C", "H", "H", "H", "H", "H", "H", "H", "H", "H", "H", "H", "H", "H"], "positions_angstrom": [[0.748, 0.655, -0.573], [-0.254, 2.303, 0.531], [-1.449, 1.894, 1.030], [-2.149, 0.655, 0.673], [-1.577, -0.430, 0.095], [-0.039, -0.611, -0.083], [2.035, 0.688, -1.436], [0.094, -1.927, -0.974], [0.534, -0.881, 1.309], [0.269, 3.134, 0.687], [-2.132, 2.530, 1.587], [-3.201, 0.643, 0.848], [-2.038, -1.331, -0.247], [2.672, -0.095, -0.880], [2.405, 1.775, -1.518], [1.895, 0.417, -2.553], [-0.301, -2.759, -0.498], [1.096, -1.957, -1.240], [-0.608, -1.779, -1.764], [0.449, -0.078, 2.022], [1.562, -1.142, 1.293], [-0.012, -1.707, 1.692]], "lumo_ev": 0.450, "energy_ev": -9179.1606, "fmax_ev_per_a": 7.38, "homo_energy_ev": -8.23}

=====

# 3
{"formula": "C8H13Br12NO3PS", "method": "wB97M-V/def2-TZVPD", "species": ["O", "P", "O", "O", "N", "C", "C", "S", "C", "C", "H", "H", "H", "H", "H", "H", "H", "H", "H", "C", "Br", "Br", "Br", "H", "C", "Br", "Br", "Br", "H", "C", "Br", "Br", "Br", "H", "C", "Br", "Br", "Br", "H"], "positions_angstrom": [[-0.646, -1.768, -0.888], [-0.842, -0.686, -1.929], [-2.499, -0.487, -2.086], [-0.135, -1.057, -3.372], [-0.253, 0.804, -1.195], [0.971, 0.848, -0.731], [1.269, 2.235, -0.056], [2.073, 1.680, 1.551], [-0.250, 2.530, 0.395], [-0.949, 2.107, -0.950], [-2.777, -0.413, -1.153], [0.740, -0.647, -3.475], [1.750, 0.055, -0.722], [1.803, 3.021, -0.633], [1.399, 0.484, 1.773], [-0.369, 1.752, 1.195], [-0.485, 3.522, 0.835], [-0.621, 2.847, -1.736], [-2.067, 2.058, -0.949], [1.516, -4.579, -1.334], [2.331, -4.449, -3.086], [1.174, -6.417, -0.835], [2.561, -3.654, 0.010], [0.556, -4.078, -1.391], [-1.129, -5.060, 2.487], [-1.844, -6.746, 1.861], [-0.810, -3.826, 1.029], [-2.247, -4.270, 3.858], [-0.168, -5.271, 2.943], [1.290, 6.119, -2.422], [1.849, 5.468, -4.155], [-0.282, 5.182, -1.780], [2.729, 6.056, -1.129], [1.013, 7.160, -2.544], [-1.413, -0.187, 4.167], [-1.649, 1.419, 5.219], [-1.800, 0.122, 2.293], [0.345, -0.958, 4.409], [-2.134, -0.914, 4.525]], "total_charge": 1, "lumo_ev": -5.158, "energy_ev": -876765.7121, "fmax_ev_per_a": 5.44, "homo_energy_ev": -12.09}

=====

# 4
{"formula": "C8H13Br2", "method": "wB97M-V/def2-TZVPD", "species": ["Br", "Br", "C", "C", "C", "C", "C", "C", "C", "C", "H", "H", "H", "H", "H", "H", "H", "H", "H", "H", "H", "H", "H"], "positions_angstrom": [[-2.365, 0.973, 2.784], [-1.328, -1.200, -1.659], [-5.767, -1.403, 0.730], [-6.322, 0.011, 0.566], [-5.366, 1.126, 1.029], [-4.336, 1.507, 0.004], [-3.068, 1.097, 0.015], [-2.483, 0.105, 0.973], [-3.238, -1.243, 1.200], [-4.338, -1.626, 0.209], [-5.801, -1.682, 1.792], [-6.428, -2.098, 0.193], [-6.599, 0.173, -0.485], [-7.248, 0.083, 1.153], [-5.966, 2.023, 1.253], [-4.852, 0.846, 1.958], [-4.678, 2.202, -0.774], [-2.348, 1.450, -0.725], [-1.449, -0.108, 0.668], [-2.450, -2.005, 1.133], [-3.625, -1.279, 2.227], [-4.222, -2.707, 0.038], [-4.166, -1.167, -0.770]], "s_squared": 0.75, "lumo_ev": [0.659, -3.819], "spin_multiplicity": 2, "energy_ev": -148590.1165, "fmax_ev_per_a": 0.78, "homo_energy_ev": [-9.38, -9.36]}

=====

# 5
{"formula": "C8H13BrINO4", "method": "wB97M-V/def2-TZVPD", "species": ["N", "C", "I", "C", "O", "C", "O", "C", "C", "C", "O", "Br", "H", "H", "H", "H", "H", "H", "H", "C", "C", "O", "H", "H", "H", "H", "H", "H"], "positions_angstrom": [[-0.582, 3.467, -2.017], [-1.129, 2.271, -2.525], [-3.371, 2.285, -2.475], [-0.728, 1.949, -3.963], [-1.009, 0.547, -4.120], [-1.126, -0.032, -2.888], [-1.535, -1.141, -2.717], [-0.665, 0.987, -1.857], [-1.048, 0.685, -0.419], [0.047, -0.086, 0.278], [0.077, -1.224, 0.535], [1.572, 1.070, 0.735], [-0.772, 3.566, -1.026], [-0.990, 4.279, -2.467], [0.352, 2.099, -4.056], [-1.259, 2.510, -4.727], [0.430, 1.016, -1.979], [-1.942, 0.061, -0.389], [-1.214, 1.612, 0.130], [1.838, -2.846, 3.096], [1.873, -3.126, 4.585], [1.098, -2.194, 5.334], [2.194, -1.837, 2.884], [2.462, -3.557, 2.553], [0.821, -2.927, 2.707], [2.887, -3.034, 4.973], [1.533, -4.147, 4.787], [0.187, -2.252, 5.029]], "lumo_ev": -0.034, "energy_ev": -96330.2120, "smiles": "N[C@@]1(I)COC(=O)[C@@H]1CC(=O)Br.CCO", "fmax_ev_per_a": 0.77, "homo_energy_ev": -9.86}

=====

# 6
{"formula": "C8H13BrN3S", "method": "wB97M-V/def2-TZVPD", "species": ["C", "C", "C", "C", "C", "C", "C", "C", "N", "N", "N", "S", "Br", "H", "H", "H", "H", "H", "H", "H", "H", "H", "H", "H", "H", "H"], "positions_angstrom": [[0.786, -2.693, -1.226], [-0.173, 2.060, 0.221], [-1.248, 1.287, 0.420], [-1.387, -2.670, 0.111], [-3.685, 0.326, 0.349], [1.177, 1.555, -0.132], [-2.682, -2.531, 0.727], [3.544, 2.298, 0.110], [-0.453, -2.689, -0.543], [1.436, 0.319, -0.360], [2.136, 2.509, 0.059], [-2.913, 1.840, 0.583], [-5.600, 0.288, 0.460], [0.757, -3.338, -2.228], [1.707, -3.032, -0.701], [-0.337, 3.112, 0.196], [-1.079, 0.211, 0.413], [-3.017, -1.476, 0.592], [-2.593, -3.107, 1.704], [-3.643, -2.905, 0.264], [3.718, 1.196, 0.240], [4.127, 2.926, 0.919], [4.002, 2.645, -0.805], [1.121, -1.674, -1.489], [2.454, 0.108, -0.155], [1.843, 3.433, 0.271]], "total_charge": 1, "lumo_ev": -3.929, "energy_ev": -93843.1139, "fmax_ev_per_a": 3.79, "homo_energy_ev": -12.00}

=====

# 7
{"formula": "C8H13Cl2N3O4", "method": "wB97M-V/def2-TZVPD", "species": ["C", "N", "O", "O", "H", "H", "H", "C", "N", "O", "O", "H", "H", "H", "C", "C", "C", "N", "C", "C", "H", "H", "H", "H", "H", "Cl", "C", "Cl", "H", "H"], "positions_angstrom": [[-4.714, -2.184, -1.805], [-5.251, -1.169, -0.825], [-4.448, -0.747, -0.016], [-6.432, -0.852, -0.841], [-4.603, -3.069, -1.179], [-3.763, -1.850, -2.222], [-5.495, -2.360, -2.545], [0.175, 2.665, -4.554], [0.365, 1.725, -3.372], [1.406, 1.825, -2.772], [-0.573, 0.971, -3.117], [1.037, 2.708, -5.219], [-0.040, 3.638, -4.112], [-0.710, 2.273, -5.055], [0.507, -0.885, 2.026], [0.522, -1.953, 2.983], [0.694, -1.659, 4.333], [0.810, -0.350, 4.765], [0.842, 0.641, 3.823], [0.596, 0.435, 2.476], [0.190, -1.034, 1.004], [0.409, -2.996, 2.728], [0.782, -2.445, 5.068], [0.759, 1.670, 4.139], [0.584, 1.237, 1.753], [6.669, -0.127, 0.721], [5.153, 0.768, 0.387], [5.008, 2.079, 1.524], [5.119, 1.045, -0.667], [4.402, -0.001, 0.570]], "lumo_ev": -0.036, "energy_ev": -46205.3312, "smiles": "C[N+](=O)[O-].C[N+](=O)[O-].c1ccncc1.ClCCl", "fmax_ev_per_a": 2.88, "homo_energy_ev": -9.57}

=====

# 8
{"formula": "C8H13Cl4F3O2", "method": "wB97M-V/def2-TZVPD", "species": ["C", "C", "O", "C", "O", "C", "F", "F", "F", "H", "H", "H", "H", "H", "Cl", "C", "C", "Cl", "H", "H", "H", "H", "Cl", "C", "C", "Cl", "H", "H", "H", "H"], "positions_angstrom": [[-0.688, 1.001, 1.942], [0.212, 1.117, 0.727], [1.088, -0.012, 0.586], [1.997, -0.205, 1.520], [2.237, 0.557, 2.405], [2.799, -1.480, 1.332], [2.370, -2.185, 0.271], [4.095, -1.253, 1.205], [2.621, -2.250, 2.427], [-1.511, 1.717, 1.916], [-0.114, 1.232, 2.839], [-1.159, 0.038, 2.142], [0.855, 1.986, 0.902], [-0.219, 1.360, -0.236], [-2.823, -1.278, -0.411], [-1.248, -2.104, -0.489], [-0.857, -2.648, 0.890], [-1.982, -3.994, 1.283], [-0.516, -1.358, -0.795], [-1.409, -2.902, -1.203], [-0.933, -1.906, 1.677], [0.127, -3.109, 0.889], [-2.490, 2.405, -3.740], [-1.331, 2.119, -2.427], [0.116, 2.140, -2.896], [0.743, 3.809, -3.099], [-1.473, 1.121, -2.003], [-1.510, 2.769, -1.573], [0.159, 1.623, -3.853], [0.842, 1.688, -2.225]], "lumo_ev": 0.451, "energy_ev": -70844.4261, "smiles": "CCOC(=O)C(F)(F)F.ClCCCl.ClCCCl", "fmax_ev_per_a": 1.77, "homo_energy_ev": -10.94}

=====

# 9
{"formula": "C8H13F", "method": "wB97M-V/def2-TZVPD", "species": ["C", "C", "C", "C", "C", "C", "C", "C", "F", "H", "H", "H", "H", "H", "H", "H", "H", "H", "H", "H", "H", "H"], "positions_angstrom": [[1.105, 2.013, -1.209], [0.265, 1.915, -0.176], [-0.839, -1.754, -0.566], [0.569, -1.250, -0.342], [-0.552, -0.752, 0.475], [1.654, -2.145, 0.207], [-2.148, 1.741, 0.690], [-1.052, 1.352, -0.258], [-1.509, 1.083, -1.508], [2.103, 2.393, -1.087], [0.793, 1.760, -2.208], [0.575, 2.178, 0.824], [-1.349, -1.443, -1.466], [-1.092, -2.760, -0.254], [0.950, -0.563, -1.094], [-0.708, -0.796, 1.532], [1.250, -2.856, 0.925], [2.426, -1.554, 0.695], [2.117, -2.701, -0.607], [-3.028, 1.129, 0.506], [-1.828, 1.604, 1.718], [-2.422, 2.789, 0.548]], "lumo_ev": 0.855, "energy_ev": -11220.7454, "fmax_ev_per_a": 3.90, "homo_energy_ev": -7.90}